Entry 1:
Entry from OMol25: an isolated molecule of C10H13N5O4 at a distorted geometry (the ωB97M-V functional and the def2-TZVPD basis).

Total energy ... -26220.43109 eV
HOMO energy ... -9.039 eV

Structure (XYZ):
```
32
Properties=species:S:1:pos:R:3:forces:R:3:nbo_charge:R:1
C -4.029887 -1.016699 -0.250801 0.05 0.17 0.03 -0.61
C -2.822557 -0.138507 -0.307756 0.05 -0.32 -0.14 -0.18
C -1.662928 -0.506279 -0.876503 -0.55 0.08 0.24 0.09
N -0.541089 0.285718 -0.951780 0.09 0.07 -0.15 -0.46
C -0.553956 1.559306 -0.420741 -0.11 0.00 -0.14 0.82
O 0.369708 2.340365 -0.458270 0.26 0.26 0.10 -0.64
N -1.753791 1.927035 0.139626 -0.10 0.40 0.23 -0.63
C -2.913835 1.183202 0.298526 0.39 -0.11 -0.15 0.65
O -3.866782 1.640902 0.888825 -0.22 0.00 0.06 -0.59
H -1.759635 2.859301 0.540369 0.02 -0.18 -0.10 0.43
C 0.653338 -0.427859 -1.432625 0.17 0.21 -0.49 0.27
O 0.881520 -1.547463 -0.618233 -0.16 -0.15 -0.05 -0.52
C 1.753480 -1.192904 0.447110 0.20 0.08 0.70 0.07
C 1.016430 -1.141540 1.790138 0.32 -0.37 -0.27 -0.08
O 0.130386 -0.043674 1.811040 -0.19 0.20 0.10 -0.74
H -0.324736 -0.023862 2.659191 0.03 0.01 -0.08 0.48
H 0.467865 -2.083647 1.916491 0.11 0.05 0.01 0.18
H 1.765884 -1.051889 2.588217 -0.02 -0.06 -0.09 0.17
H 2.518809 -1.975680 0.509663 -0.07 0.17 0.03 0.21
C 2.399337 0.156587 0.062985 -0.71 0.61 -0.32 -0.11
N 3.813638 0.074655 0.235312 -0.67 -2.69 0.44 -0.34
N 4.609893 0.953116 0.170793 1.19 1.36 -0.08 0.27
N 5.519602 1.610557 0.153152 0.23 0.66 -0.08 -0.09
C 1.965112 0.343902 -1.399939 -0.15 0.03 0.10 -0.44
H 2.672088 -0.164589 -2.058579 -0.07 -0.09 0.05 0.22
H 1.869452 1.386789 -1.680946 0.06 -0.09 -0.03 0.27
H 1.975796 0.961355 0.675994 0.05 -0.12 -0.13 0.24
H 0.412189 -0.804125 -2.435177 0.04 0.05 0.24 0.20
H -1.537769 -1.490600 -1.304873 -0.03 -0.04 -0.02 0.22
H -4.379818 -1.090838 0.777061 -0.08 -0.08 0.03 0.23
H -3.810862 -2.008555 -0.635238 -0.01 -0.09 -0.03 0.21
H -4.836871 -0.574071 -0.833040 -0.11 -0.05 -0.01 0.23
```
Forces are in eV/Å.

=====

Entry 2:
Entry from OMol25: a cluster of 2 separate species, C5H14 in total at a distorted geometry (the ωB97M-V functional and the def2-TZVPD basis).

Total energy ... -5411.68025 eV
SMILES string ... CCC.CC
HOMO energy ... -11.293 eV

Structure (XYZ):
```
19
Properties=species:S:1:pos:R:3:forces:R:3:nbo_charge:R:1
C 2.085475 -0.275065 0.517850 -0.97 -0.10 -0.56 -0.40
C 1.022752 -0.927658 1.433608 1.22 -0.09 -0.65 -0.60
C 2.140603 -0.838103 -0.909350 -0.26 0.09 -0.09 -0.61
H 1.767670 0.760832 0.429046 0.38 0.35 0.10 0.20
H 3.076487 -0.282330 0.967851 -0.05 -0.16 0.13 0.20
H 0.940269 -2.002015 1.251167 0.27 -0.02 0.34 0.20
H 0.043316 -0.529590 1.249643 -0.38 0.36 0.04 0.20
H 1.834835 -1.885577 -0.970652 0.29 -0.06 0.17 0.20
H 1.457118 -0.312513 -1.582812 0.01 0.07 0.12 0.20
H 1.371051 -0.689467 2.428784 -0.51 -0.33 0.56 0.21
H 3.138787 -0.720743 -1.323658 0.07 -0.13 -0.13 0.21
C -2.310283 0.273784 -0.120875 0.65 -0.03 -0.31 -0.61
C -2.416633 1.660550 -0.764486 0.14 0.01 0.82 -0.61
H -1.594116 -0.362728 -0.654137 -0.48 -0.05 -0.40 0.20
H -1.884772 0.230003 0.879431 -0.39 0.53 0.29 0.20
H -3.301645 -0.162356 -0.125166 0.00 -0.43 0.18 0.21
H -3.137965 1.607036 -1.575008 0.21 0.22 -0.27 0.21
H -2.776519 2.399020 -0.045885 -0.24 -0.07 0.02 0.20
H -1.456428 2.056920 -1.085351 0.05 -0.15 -0.35 0.20
```
Forces are in eV/Å.

=====

Entry 3:
Entry from OMol25: an isolated molecule of C17H20N2O3 (the ωB97M-V functional and the def2-TZVPD basis).

Total energy ... -27077.68902 eV
SMILES string ... CCCCNC(=O)COC(=O)c1cc(C)nc2ccccc12
HOMO energy ... -8.991 eV

Structure (XYZ):
```
42
Properties=species:S:1:pos:R:3:forces:R:3:nbo_charge:R:1
C -0.067228 3.712443 -0.725090 0.18 -0.20 -0.04 -0.60
C 0.970093 2.819899 -0.055309 -0.15 0.26 0.21 -0.40
C 1.104161 3.140666 1.433165 0.31 -0.26 -0.15 -0.40
H 1.304032 4.206863 1.554127 -0.03 0.08 0.02 0.20
C 2.232207 2.362172 2.114177 -0.15 0.33 0.20 -0.22
N 1.979279 0.940153 2.121469 0.10 0.07 -0.57 -0.62
C 1.598529 0.267233 3.221085 -0.05 -0.50 -0.35 0.66
O 1.588822 0.724602 4.340723 -0.08 -0.01 0.39 -0.62
C 1.205472 -1.193994 2.951436 -0.18 0.13 0.69 -0.17
H 2.032959 -1.848851 3.231961 -0.09 0.10 -0.05 0.22
H 0.329242 -1.421767 3.566457 0.21 0.07 -0.08 0.23
O 0.935293 -1.454492 1.582238 0.14 -0.15 -0.29 -0.52
C -0.273004 -1.057009 1.127288 -0.12 0.10 0.32 0.78
O -1.104268 -0.550772 1.835141 0.15 -0.09 -0.11 -0.57
C -0.398116 -1.319827 -0.330139 0.18 -0.35 -0.43 -0.12
C 0.292562 -2.367151 -0.891989 -0.27 0.42 0.28 -0.20
C 0.180264 -2.618966 -2.277100 -0.08 0.05 -0.12 0.23
N -0.550561 -1.875396 -3.062585 0.24 -0.40 -0.37 -0.40
C -1.236651 -0.836234 -2.550349 -0.18 0.38 0.64 0.14
C -2.008670 -0.056102 -3.435764 -0.12 0.18 0.03 -0.20
C -2.729874 1.006795 -2.969595 0.06 -0.13 -0.22 -0.20
C -2.709488 1.332782 -1.605299 0.09 -0.04 0.24 -0.21
C -1.967205 0.599429 -0.719769 -0.21 0.28 0.05 -0.21
C -1.213739 -0.503952 -1.164670 0.07 -0.22 -0.31 -0.01
H -1.964299 0.849386 0.328964 -0.02 0.03 0.03 0.24
H -3.288934 2.173732 -1.254637 -0.03 0.07 0.07 0.22
H -3.321326 1.603600 -3.648226 -0.04 0.02 -0.08 0.22
H -2.005229 -0.330645 -4.478761 0.01 -0.04 -0.10 0.23
C 0.914659 -3.767224 -2.891145 0.01 -0.02 0.01 -0.64
H 1.984036 -3.672048 -2.710584 0.10 -0.06 0.00 0.22
H 0.580452 -4.704555 -2.449271 0.03 -0.12 0.01 0.22
H 0.729029 -3.788406 -3.960563 0.01 -0.01 -0.03 0.24
H 0.911189 -3.005221 -0.280131 0.07 -0.02 0.05 0.23
H 1.955008 0.470591 1.229460 -0.03 -0.07 0.18 0.40
H 3.182450 2.550734 1.604339 -0.04 0.04 0.09 0.19
H 2.318942 2.665928 3.159642 0.11 -0.01 -0.14 0.24
H 0.164396 2.914780 1.940564 -0.05 0.05 0.07 0.21
H 1.937323 2.956768 -0.545845 0.06 -0.07 -0.02 0.19
H 0.671291 1.776961 -0.187542 0.06 -0.08 -0.04 0.19
H 0.231836 4.756529 -0.665649 0.00 0.13 0.00 0.20
H -1.031628 3.602964 -0.235547 -0.15 0.03 0.03 0.20
H -0.183252 3.443785 -1.772514 -0.09 0.04 -0.11 0.21
```
Forces are in eV/Å.

=====

Entry 4:
Entry from OMol25: a structure of composition C13H13N4O5Y at a distorted geometry (the ωB97M-V functional and the def2-TZVPD basis).

Total energy ... -30922.10415 eV
Total charge ... +2
HOMO energy ... -15.686 eV

Structure (XYZ):
```
36
Properties=species:S:1:pos:R:3:forces:R:3:lowdin_charge:R:1
Y 0.080013 -0.185995 -0.075352 -0.63 0.95 0.72 1.71
C -4.183949 0.006706 -1.363277 0.03 0.01 0.09 0.06
C -3.118080 -0.270277 -0.358958 0.35 0.26 -0.30 -0.42
O -1.946202 0.220705 -0.478639 -1.35 -0.04 0.09 -0.14
N -3.387132 -1.033949 0.679090 -0.07 -0.28 0.29 0.13
C -2.450138 -1.346587 1.768797 -0.17 -0.32 -0.30 -0.07
C -1.518592 -2.511725 1.466744 -0.15 0.28 -0.17 -0.24
C -1.840196 -3.784801 1.869330 -0.05 -0.24 0.12 0.02
C -0.997336 -4.838960 1.531557 -0.07 -0.08 0.06 0.02
C 0.143957 -4.582794 0.792073 -0.02 -0.17 0.04 0.01
C 0.408156 -3.283400 0.427066 -0.07 0.11 0.06 -0.08
N -0.397577 -2.256155 0.757887 -0.21 -0.59 0.22 -0.03
H -3.753975 0.484373 -2.236613 0.02 0.01 -0.03 0.11
H -4.922487 0.677380 -0.916754 0.00 0.00 -0.04 0.12
H -4.693119 -0.912956 -1.656240 0.01 0.04 0.03 0.11
H -4.319393 -1.419477 0.732796 -0.03 -0.02 0.07 0.18
H -3.042320 -1.585788 2.645002 -0.08 -0.01 0.08 0.14
H -1.901415 -0.447236 2.018235 0.18 0.33 0.09 0.12
H -2.737472 -3.957892 2.449915 0.03 -0.02 -0.02 0.14
H -1.234588 -5.848822 1.842153 -0.01 0.03 0.00 0.14
H 0.821091 -5.372223 0.498487 -0.01 -0.01 0.02 0.14
H 1.286462 -3.051310 -0.155832 0.10 0.07 -0.07 0.12
O 5.679748 -1.460306 -1.817571 -0.26 0.24 0.22 0.17
C 5.661895 -0.959809 -0.592383 0.09 -0.64 -0.11 -0.47
O 6.622259 -0.922611 0.117932 0.06 0.21 -0.02 0.16
C 4.346924 -0.506585 0.000668 -0.07 0.13 -0.28 -0.01
C 4.344620 -0.011687 1.289180 0.02 0.13 0.37 0.06
N 3.092322 0.301815 1.607885 0.01 0.13 0.16 0.05
N 2.226390 0.059434 0.610646 1.26 -0.13 -0.19 -0.07
C 3.012454 -0.436928 -0.396114 -0.15 -0.01 -0.03 -0.12
C 2.375682 -0.834039 -1.705714 -0.29 0.00 0.06 -0.49
O 3.035153 -1.199719 -2.631035 0.15 -0.12 -0.13 0.18
O 1.036350 -0.763062 -1.706792 1.36 -0.32 -1.01 -0.18
H 4.791208 -1.432248 -2.222894 0.07 0.04 -0.19 0.08
H 5.178159 0.119265 1.964322 -0.05 0.00 -0.02 0.17
H 2.778013 0.721453 2.466867 -0.01 0.03 0.12 0.18
```
Forces are in eV/Å.

=====

Entry 5:
Entry from OMol25: a structure of composition C3H7ClO2P at a distorted geometry (the ωB97M-V functional and the def2-TZVPD basis).

Total energy ... -29130.28406 eV
Total charge ... -1
HOMO energy ... -4.817 eV

Structure (XYZ):
```
14
Properties=species:S:1:pos:R:3:forces:R:3:nbo_charge:R:1
C 0.022998 -2.392465 0.522109 1.24 -0.32 -1.42 -0.84
C 0.006331 2.145652 0.522905 0.06 -1.84 -0.12 -1.04
C -0.976649 -1.624546 1.044045 -0.74 0.24 0.42 -0.05
O 1.425903 1.975462 -1.896158 3.02 2.79 -2.03 -1.17
O 1.017719 -0.115260 -0.608712 0.58 -3.19 0.90 -1.17
P 0.583743 1.232693 -1.015926 -5.08 0.31 0.52 2.09
Cl -2.528603 -2.059661 0.284155 -0.24 0.02 -0.19 -0.16
H -0.674669 1.127682 -1.826249 0.58 -0.23 1.03 -0.25
H 0.942913 -2.444331 1.055590 0.74 0.52 0.69 0.23
H -0.002539 -3.259010 -0.129101 -0.87 -0.25 -0.29 0.19
H 1.006449 2.202244 1.055945 -1.42 0.28 -0.03 0.22
H -0.412970 3.124638 0.220603 0.32 -0.49 0.43 0.22
H -0.781676 1.442494 1.069920 1.82 1.59 -0.99 0.25
H 0.371049 -1.355594 -0.299127 -0.02 0.58 1.06 0.47
```
Forces are in eV/Å.

=====

Entry 6:
Entry from OMol25: a cluster of 4 separate species, H8O4 in total at a distorted geometry (the ωB97M-V functional and the def2-TZVPD basis).

Total energy ... -8319.70837 eV
SMILES string ... O.O.O.O
HOMO energy ... -10.966 eV

Structure (XYZ):
```
12
Properties=species:S:1:pos:R:3:forces:R:3:nbo_charge:R:1
O 1.131767 -0.032574 -0.532728 0.18 0.42 -1.27 -1.00
H 0.762243 -0.191204 0.346297 0.95 -0.51 0.25 0.51
H 2.025153 -0.400275 -0.688932 -0.99 0.18 0.83 0.49
O 0.647778 -1.051990 1.941610 0.26 1.06 0.73 -0.93
H -0.114413 -1.596168 2.007069 -1.03 -1.39 -0.41 0.47
H 0.423913 -0.439082 2.656689 0.62 0.31 -0.06 0.48
O -0.726786 -1.448546 -2.128672 -1.38 -0.55 -0.57 -0.95
H -1.567923 -1.050793 -1.875819 -0.09 -0.23 -0.28 0.45
H -0.120620 -0.957953 -1.601048 1.43 0.74 0.76 0.48
O -0.641210 2.738117 0.070678 -0.29 0.58 0.84 -0.92
H -0.446927 2.168779 -0.647802 0.89 -0.71 -1.38 0.47
H -1.372974 2.261688 0.452657 -0.54 0.09 0.57 0.45
```
Forces are in eV/Å.